[1]
{
  "formula": "C5H7FO",
  "method": "wB97M-V/def2-TZVPD",
  "symbols": ["C", "C", "C", "C", "C", "O", "F", "H", "H", "H", "H", "H", "H", "H"],
  "positions_angstrom": [[-1.5909, -0.6763, -0.0651], [0.3166, -1.0789, 0.0077], [-2.6857, 0.1412, -0.3744], [1.2971, -0.1566, 0.0091], [1.3066, 1.3056, 0.1815], [2.5676, -0.6550, -0.0409], [-3.8522, -0.1324, 0.2351], [-2.0136, -1.4984, 0.5115], [0.5545, -2.1275, -0.2915], [-2.5346, 1.1297, -0.9950], [0.4003, 1.9164, 0.1004], [1.9136, 1.9644, -0.4489], [1.7192, 1.4818, 1.1609], [2.6013, -1.6138, 0.0096]],
  "forces_ev_per_angstrom": [[0.1, -0.3, 0.6], [-3.8, 1.8, -1.7], [5.4, 0.6, -0.5], [-0.7, -1.6, -0.5], [-0.3, 1.9, 0.2], [0.9, 0.8, 0.1], [0.1, 0.3, -0.7], [0.4, -0.1, 0.2], [-0.7, 0.9, 0.6], [-1.2, -2.0, 1.4], [-0.6, -1.2, 0.3], [0.7, -1.1, -0.5], [0.1, 0.2, 0.6], [-0.3, -0.1, 0.0]],
  "max_force_ev_per_a": 5.4,
  "e_homo_ev": -8.88,
  "orbital_gap_ev": 9.60,
  "de_lowest_kj_mol": 374.9
}



[2]
{
  "formula": "C5H7FOS",
  "method": "wB97M-V/def2-TZVPD",
  "symbols": ["O", "C", "C", "C", "S", "C", "C", "F", "H", "H", "H", "H", "H", "H", "H"],
  "positions_angstrom": [[1.4128, -0.4675, -1.2448], [1.4161, -0.5016, 0.1662], [0.0449, -0.0308, 0.6621], [-1.0550, -0.9740, 0.2386], [-2.4900, -0.0877, -0.3968], [-1.5688, 1.4089, -0.4434], [-0.3125, 1.2820, 0.0237], [0.6165, 2.2390, -0.0142], [2.3491, -0.6067, -1.5031], [2.1877, 0.1222, 0.5730], [1.6479, -1.5236, 0.5073], [-0.0645, 0.0101, 1.7420], [-0.7424, -1.6245, -0.5981], [-1.3811, -1.5717, 1.1247], [-2.0606, 2.3257, -0.8371]],
  "forces_ev_per_angstrom": [[1.1, -0.1, -0.3], [-0.4, -0.7, 0.7], [0.2, 0.1, -0.8], [-0.5, -1.9, 0.0], [-0.4, 0.7, 0.2], [0.6, 0.8, -0.1], [-1.7, 0.0, -0.3], [0.1, 0.3, 0.2], [-1.0, 0.1, -0.1], [0.5, 0.6, 0.2], [-0.3, 0.1, 0.1], [0.8, 0.4, 0.3], [0.1, 0.1, 0.6], [0.3, 0.2, -1.0], [0.7, -0.8, 0.3]],
  "max_force_ev_per_a": 1.9,
  "e_homo_ev": -7.76,
  "orbital_gap_ev": 8.50,
  "de_lowest_kj_mol": 45.5
}



[3]
{
  "formula": "C5H7FS",
  "method": "wB97M-V/def2-TZVPD",
  "symbols": ["F", "C", "C", "C", "S", "C", "C", "H", "H", "H", "H", "H", "H", "H"],
  "positions_angstrom": [[-0.6230, -0.2594, -2.2227], [-0.4167, 0.4493, -1.0498], [0.7834, -0.0890, -0.2760], [0.9354, 0.8514, 0.9275], [-0.8264, 0.9926, 1.4817], [-1.2290, -0.1420, 0.1313], [-0.1381, -1.2275, 0.1863], [-0.5283, 1.5508, -1.3026], [1.7354, -0.3257, -0.8519], [1.4826, 0.3773, 1.7371], [1.3285, 1.8502, 0.6722], [-2.3108, -0.3734, -0.0346], [-0.2590, -1.9692, -0.5552], [0.0658, -1.6852, 1.1566]],
  "forces_ev_per_angstrom": [[0.0, -0.1, 0.0], [-0.6, 1.4, -0.2], [1.8, 0.0, -0.7], [-0.2, 0.0, -0.2], [-0.2, 0.1, 0.0], [-1.1, -0.2, -0.8], [0.1, 0.4, 1.2], [0.2, -1.3, 0.4], [-1.1, 0.4, 0.8], [0.3, 0.2, -0.1], [-0.1, -0.6, 0.1], [0.9, 0.3, 0.4], [-0.2, -0.8, -0.9], [0.0, 0.1, -0.1]],
  "max_force_ev_per_a": 2.0,
  "e_homo_ev": -8.69,
  "orbital_gap_ev": 9.63,
  "de_lowest_kj_mol": 45.6
}